Record 1
Here is a 6-piece molecular cluster, C41H53BF15N4O14PS overall from the Open Molecules 2025 dataset. Energies are from ωB97M-V/def2-TZVPD.

Values from the calculation:
SMILES	[H]/N=C(\C)Cc1cc(C[C@H]2CO2)cc2c1N(B(O)CC)c1ccc(P(=N)(O)O)c(CN)c1S2.CCOC(=O)C(F)(F)F.CCOC(=O)C(F)(F)F.CCOC(=O)C(F)(F)F.CCOC(=O)C(F)(F)F.CCOC(=O)C(F)(F)F

The geometry in ORCA input format:
```
! RIJCOSX wB97M-V def2-TZVPD def2/J DEFGRID3
* xyz 0 1
H -6.4525 -0.0980 -6.4113
N -5.7699 -0.0612 -5.6536
C -4.6156 0.2081 -6.1067
C -4.3735 0.4185 -7.5828
C -3.4895 0.2835 -5.1311
C -3.1309 1.7046 -4.7174
C -4.1048 2.7003 -4.8096
C -3.8477 4.0236 -4.4728
C -4.8696 5.1312 -4.5129
C -5.8621 4.9723 -5.6723
C -7.1562 5.6548 -5.4906
O -6.1118 6.1265 -6.3980
C -2.5585 4.3271 -4.0386
C -1.5814 3.3414 -3.9319
C -1.8409 2.0118 -4.2488
N -0.9140 0.9298 -4.1361
B -1.1254 0.1367 -2.8565
O -1.0155 0.8179 -1.6609
C -1.4422 -1.4058 -2.9513
C -0.7750 -2.1860 -1.7753
C 0.4724 1.2661 -4.1101
C 1.3510 0.2253 -4.4094
C 2.7241 0.3736 -4.3769
C 3.2853 1.6025 -4.0255
P 5.0905 1.5862 -3.9743
N 5.6242 0.6475 -5.0915
O 5.5037 1.0160 -2.5414
O 5.7219 3.0629 -4.0542
C 2.4231 2.6724 -3.7468
C 2.9862 4.0400 -3.4057
N 3.3855 4.7803 -4.6137
C 1.0311 2.5000 -3.7779
S 0.0069 3.8846 -3.3678
H -4.4728 -0.5466 -8.0781
H -3.3866 0.8279 -7.7772
H -5.1401 1.0566 -8.0130
H -3.7395 -0.2755 -4.2348
H -2.5802 -0.1538 -5.5457
H -5.0987 2.4352 -5.1344
H -4.4259 6.1110 -4.6527
H -5.5038 5.0742 -3.6308
H -5.8785 4.0229 -6.1845
H -7.2806 6.3521 -4.6753
H -7.9821 5.4311 -6.1482
H -2.3106 5.3458 -3.7692
H -1.8887 0.9234 -1.2654
H -2.5072 -1.6106 -3.0283
H -0.9730 -1.7420 -3.8757
H -0.1516 -2.9756 -2.1887
H -1.5423 -2.6475 -1.1612
H -0.1310 -1.5366 -1.1909
H 0.9496 -0.7412 -4.6780
H 3.3478 -0.4702 -4.6252
H 6.2713 1.0988 -5.7218
H 4.9037 1.3296 -1.8497
H 6.0178 3.2201 -4.9559
H 3.8672 3.9219 -2.7821
H 2.2613 4.6481 -2.8831
H 3.6336 4.1412 -5.3528
H 2.6507 5.4042 -4.9133
C 2.7681 0.1380 3.5957
C 1.9260 0.0150 2.3442
O 0.9327 -1.0219 2.4816
C -0.1580 -0.6962 3.1529
O -0.4063 0.3587 3.6552
C -1.1268 -1.8887 3.1642
F -0.5065 -3.0422 3.4622
F -1.6991 -2.0448 1.9597
F -2.1047 -1.7221 4.0480
H 3.1983 -0.8193 3.8442
H 3.5640 0.8678 3.4498
H 2.1599 0.4550 4.4433
H 2.5442 -0.2839 1.5001
H 1.4453 0.9570 2.0812
C -2.8281 -5.0098 3.6778
C -2.3232 -6.3497 3.1956
O -3.0816 -7.4370 3.7682
C -4.2450 -7.7024 3.1974
O -4.7294 -7.1408 2.2610
C -4.8998 -8.9030 3.9023
F -4.8387 -8.7814 5.2351
F -4.2714 -10.0376 3.5646
F -6.1774 -9.0189 3.5574
H -2.8346 -4.9711 4.7686
H -2.2019 -4.2112 3.3079
H -3.8505 -4.8304 3.3437
H -1.2970 -6.5054 3.5218
H -2.3337 -6.4185 2.1084
C 5.0326 10.2633 -0.4817
C 5.5342 8.9401 -1.0172
O 4.7511 7.8397 -0.5131
C 3.5965 7.6227 -1.1229
O 3.1416 8.2423 -2.0370
C 2.9092 6.3949 -0.5038
F 2.9329 6.4323 0.8327
F 3.5307 5.2715 -0.8954
F 1.6377 6.3136 -0.8851
H 5.0075 10.2483 0.6083
H 5.6828 11.0736 -0.8094
H 4.0214 10.4704 -0.8300
H 6.5502 8.7536 -0.6769
H 5.5421 8.9217 -2.1062
C -3.0352 -6.6886 8.8607
C -3.8007 -5.3978 9.0537
O -2.9478 -4.3500 9.5587
C -2.1882 -3.7402 8.6618
O -2.1409 -3.9770 7.4918
C -1.3766 -2.6237 9.3406
F -0.8203 -3.0494 10.4803
F -2.1730 -1.5869 9.6315
F -0.4065 -2.1918 8.5421
H -2.5403 -6.9800 9.7877
H -3.7110 -7.4861 8.5543
H -2.2645 -6.5785 8.0985
H -4.5780 -5.5262 9.8035
H -4.2815 -5.0730 8.1318
C 5.5696 -5.7716 2.3627
C 5.3619 -5.7630 3.8613
O 5.8513 -4.5413 4.4516
C 5.0531 -3.4914 4.3584
O 3.9777 -3.4523 3.8376
C 5.6929 -2.2871 5.0676
F 6.9805 -2.1446 4.7389
F 5.6268 -2.4335 6.3963
F 5.0546 -1.1630 4.7418
H 6.6185 -5.5959 2.1223
H 5.2672 -6.7313 1.9456
H 4.9872 -4.9874 1.8804
H 5.9346 -6.5610 4.3284
H 4.3153 -5.9095 4.1249
*
```

---

Record 2
Here is C44H51AsClN4O5S2Tl as an isolated structure from the Open Molecules 2025 dataset. Energies are from ωB97M-V/def2-TZVPD.

The geometry in ORCA input format:
```
! RIJCOSX wB97M-V def2-TZVPD def2/J DEFGRID3
* xyz -2 1
Tl 1.5908 0.2532 0.5229
C 4.4555 -0.9565 2.7080
C 3.2386 -0.5865 3.5801
N 2.0127 -1.2228 3.1245
C 1.8296 -2.6162 3.4517
C 2.4478 -3.5972 2.4357
S 1.8646 -3.3248 0.7344
C 3.3234 -2.8004 -0.2389
C 4.4951 -2.1548 0.5058
N 4.1441 -0.9906 1.2905
H 4.8324 -1.9397 3.0005
H 5.2521 -0.2378 2.9322
H 3.0665 0.4867 3.5188
H 3.4766 -0.8443 4.6258
H 1.2175 -0.6606 3.3951
H 0.7615 -2.8255 3.4858
H 2.2509 -2.8581 4.4426
H 2.1416 -4.6087 2.7060
H 3.5355 -3.5647 2.4529
H 2.9139 -2.0981 -0.9698
H 3.6932 -3.6720 -0.7792
H 5.2391 -1.9072 -0.2578
H 4.9603 -2.9005 1.1532
H 4.3505 -0.1237 0.8126
C 0.5922 6.2280 -4.2612
C 1.5067 5.3226 -3.4726
C 2.3227 5.8268 -2.4630
C 3.1276 4.9839 -1.7049
C 3.1212 3.6150 -1.9533
C 2.3239 3.1010 -2.9690
C 1.5299 3.9509 -3.7228
S 3.9011 2.5136 -0.7851
O 3.9288 1.2210 -1.4516
O 5.1901 3.1146 -0.4860
N 2.9139 2.4398 0.4004
C 2.9390 3.4081 1.4815
C 2.1056 2.9204 2.6964
O 2.0981 3.6806 3.6803
O 1.5370 1.7853 2.5993
H 0.7703 7.2772 -4.0164
H -0.4566 6.0069 -4.0422
H 0.7326 6.0983 -5.3372
H 2.3198 6.8940 -2.2600
H 3.7674 5.3767 -0.9221
H 2.3247 2.0319 -3.1499
H 0.9072 3.5382 -4.5116
H 2.4999 4.3728 1.1905
H 3.9510 3.6160 1.8345
Cl 0.9661 -3.2021 -7.9018
C 0.7388 -2.3388 -6.3705
C 1.5381 -1.2417 -6.0531
C 1.3766 -0.5730 -4.8573
C 0.3900 -0.9577 -3.8727
C 0.1964 -0.2776 -2.6770
C -0.3805 -2.1246 -4.2470
C -0.2099 -2.7793 -5.4493
H 2.3008 -0.9197 -6.7545
H 2.0316 0.2637 -4.6283
H -0.5242 -0.6261 -1.9468
H 0.8019 0.5837 -2.4134
H -1.1104 -2.5020 -3.5372
H -0.8154 -3.6494 -5.6845
C -3.9149 2.1674 -0.1303
N -2.6737 2.8107 -0.5071
C -2.7783 4.0509 -1.2554
C -1.4765 2.3253 -0.0415
C -0.2614 3.1701 -0.3210
O -1.4095 1.2606 0.5634
H -4.4235 1.7397 -0.9998
H -4.5841 2.8881 0.3493
H -3.6965 1.3740 0.5740
H -3.7630 4.0889 -1.7186
H -2.0334 4.1019 -2.0472
H -2.6626 4.9340 -0.6185
H -0.0781 3.2462 -1.3968
H 0.6183 2.7334 0.1426
H -0.4000 4.1794 0.0784
C -4.9249 0.3119 4.5565
C -5.3335 -0.2442 3.3503
C -4.3962 -0.7661 2.4667
C -3.0397 -0.7350 2.7765
C -2.6367 -0.1627 3.9814
C -3.5725 0.3531 4.8704
As -1.6333 -1.5593 1.6705
C -2.0880 -3.3622 2.3338
C -1.8256 -3.8975 3.5876
C -2.1940 -5.2046 3.8796
C -2.8234 -5.9780 2.9102
C -3.1062 -5.4413 1.6616
C -2.7468 -4.1301 1.3704
C -3.0542 -3.4031 0.1147
C -3.6926 -3.9358 -0.9986
C -3.9772 -3.1250 -2.0895
C -3.6238 -1.7802 -2.0801
C -2.9572 -1.2484 -0.9848
C -2.6758 -2.0571 0.1090
H -5.6562 0.7185 5.2456
H -6.3872 -0.2767 3.0967
H -4.7224 -1.2060 1.5303
H -1.5782 -0.0958 4.2139
H -3.2422 0.7970 5.8024
H -1.3462 -3.2922 4.3505
H -1.9879 -5.6226 4.8567
H -3.0992 -7.0015 3.1326
H -3.6088 -6.0481 0.9174
H -3.9612 -4.9864 -1.0248
H -4.4561 -3.5483 -2.9641
H -3.8278 -1.1568 -2.9410
H -2.6359 -0.2144 -0.9879
*
```

---

Across the entries above, Kohn-Sham gap takes the values 0.2865 0.1461 Eh, respectively.
Across the entries above, LUMO energy takes the values 0.005 0.142 hartree, respectively.
Across the entries above, energy takes the values -139568.1253 -162380.1832 eV, respectively.